C42H57BHgN9O2S2Se | the ωB97M-V functional and the def2-TZVPD basis

XYZ file:
```
115
Properties=species:S:1:pos:R:3
Hg -0.5327 -0.2528 0.1210
C -0.4719 7.3926 -0.3841
C -1.8769 6.7881 -0.3419
C -2.5968 7.3560 0.8912
C -2.6207 7.2202 -1.6145
C -1.8656 5.2695 -0.2483
C -0.7177 4.4945 -0.2098
C -0.8105 3.1264 -0.0414
Se 0.8093 2.0593 0.1003
C 0.9158 2.1778 2.0162
C 1.3737 3.3743 2.5219
C 1.4263 3.5892 3.8911
C 0.9701 2.5479 4.6886
C 0.4908 1.3364 4.2132
C 0.4787 1.0754 2.8072
O 0.1312 -0.0401 2.2820
C 0.0349 0.3362 5.2794
C -1.0026 0.9922 6.2071
C -0.6115 -0.9202 4.7002
C 1.2623 -0.0972 6.0978
C 1.9594 4.9096 4.4340
C 1.9664 4.9482 5.9661
C 3.3976 5.1242 3.9391
C 1.0850 6.0678 3.9287
C -2.0423 2.4424 0.1013
O -2.0878 1.1908 0.3545
C -3.2206 3.2396 -0.0440
C -3.0901 4.6017 -0.1819
C -4.5793 2.5507 -0.0547
C -4.6102 1.5661 -1.2316
C -5.7478 3.5341 -0.2105
C -4.7744 1.7703 1.2498
H -0.5429 8.4798 -0.4499
H 0.0800 7.1396 0.5178
H 0.0804 7.0319 -1.2487
H -2.6136 8.4464 0.8639
H -3.6222 6.9994 0.9434
H -2.0828 7.0367 1.7951
H -2.6470 8.3077 -1.6959
H -2.1196 6.8155 -2.4916
H -3.6432 6.8521 -1.6120
H 0.2717 4.9231 -0.3000
H 1.6981 4.1319 1.8187
H 0.9843 2.6809 5.7599
H -1.8478 1.3415 5.6178
H -1.3600 0.2728 6.9456
H -0.5890 1.8397 6.7477
H -1.4421 -0.6601 4.0489
H 0.1169 -1.4698 4.1167
H -0.9839 -1.5556 5.5081
H 1.7367 0.7567 6.5778
H 0.9758 -0.8078 6.8747
H 1.9856 -0.5691 5.4353
H 2.5785 4.1423 6.3668
H 2.3795 5.8959 6.3149
H 0.9541 4.8549 6.3564
H 4.0422 4.3230 4.2933
H 3.4351 5.1250 2.8536
H 3.7893 6.0766 4.3021
H 0.0628 5.9557 4.2847
H 1.4745 7.0232 4.2851
H 1.0618 6.0877 2.8427
H -3.9865 5.2008 -0.2377
H -4.5129 2.0964 -2.1794
H -3.7846 0.8664 -1.1379
H -5.5427 1.0012 -1.2379
H -5.6785 4.0867 -1.1469
H -6.6875 2.9819 -0.2145
H -5.7768 4.2413 0.6178
H -3.9558 1.0655 1.3590
H -4.7761 2.4473 2.1039
H -5.7154 1.2201 1.2283
C -0.2588 -3.4003 2.2855
N 1.1195 -3.0589 2.0867
C 2.1252 -3.0550 3.0164
C 3.2657 -2.7405 2.3534
N 2.9755 -2.5489 1.0370
B 4.0390 -2.4460 -0.0939
N 3.5674 -1.4669 -1.1800
C 3.2386 -1.8112 -2.4587
C 2.9329 -0.6921 -3.1520
N 3.0602 0.3646 -2.2801
C 2.9435 1.7561 -2.5880
C 3.4365 -0.1335 -1.0636
S 3.7593 0.8359 0.2578
C 1.6555 -2.7050 0.8919
S 0.7264 -2.5835 -0.5150
H -0.3577 -3.9944 3.1962
H -0.6004 -3.9836 1.4269
H -0.8689 -2.4946 2.3485
H 1.9298 -3.2564 4.0514
H 4.2669 -2.6386 2.7183
H 5.0630 -2.0600 0.3820
H 4.1311 -3.5377 -0.5912
H 3.2419 -2.8359 -2.7732
H 2.6266 -0.5483 -4.1707
H 3.4296 1.9720 -3.5438
H 3.4352 2.3023 -1.7774
H 1.8974 2.0758 -2.6274
N -1.0102 -0.7289 -4.3632
C -0.4081 -0.0232 -3.3902
N -0.9080 -0.3380 -2.2328
C -1.8690 -1.2950 -2.5114
N -1.9544 -1.5524 -3.8299
C -2.6673 -1.8775 -1.5031
C -3.7341 -2.7366 -1.8023
N -4.5527 -3.2486 -0.9147
C -4.2983 -2.8635 0.3797
C -3.2514 -2.0427 0.7116
N -2.3876 -1.5473 -0.1775
H -0.8430 -0.7277 -5.3556
H 0.3562 0.7064 -3.5738
H -3.9167 -2.9936 -2.8414
H -4.9857 -3.2483 1.1251
H -3.0835 -1.7528 1.7460
```

Computed properties:
E (a.u.): -5654.1428
<S²>: 0.7732
E_HOMO (alpha / beta) (eV): -0.117 / -2.118
Orbital gap (alpha / beta) (eV): 4.1 / 6.1
Multiplicity: 2
LUMO (alpha / beta) (eV): 4.010 / 4.010
Net charge: -2

Results of the Löwdin charge analysis, in e, for atoms 1 through 99: Hg 0.9141; C -0.0695; C -0.5619; C -0.0524; C -0.0576; C -0.2045; C -0.0835; C -0.3677; Se 1.0537; C -0.3816; C -0.0861; C -0.1922; C -0.0101; C -0.0910; C -0.3810; O -0.2114; C -0.5308; C -0.0577; C -0.0703; C -0.0482; C -0.5570; C -0.0748; C -0.0534; C -0.0532; C -0.4022; O -0.2430; C -0.0931; C -0.0071; C -0.5333; C -0.0360; C -0.0786; C -0.0442; H 0.0753; H 0.0718; H 0.0807; H 0.0728; H 0.0713; H 0.0837; H 0.0715; H 0.0844; H 0.0696; H 0.0883; H 0.0953; H 0.0817; H 0.0889; H 0.0722; H 0.0629; H 0.0876; H 0.0452; H 0.0803; H 0.0694; H 0.0734; H 0.0833; H 0.0801; H 0.0739; H 0.0799; H 0.0865; H 0.0745; H 0.0724; H 0.0856; H 0.0735; H 0.0646; H 0.0838; H 0.0837; H 0.0645; H 0.0808; H 0.0751; H 0.0748; H 0.0754; H 0.0650; H 0.0829; H 0.0763; C -0.0655; N -0.1255; C -0.0718; C -0.0723; N 0.0046; B -0.5061; N -0.0388; C -0.1285; C -0.0972; N -0.1354; C -0.1077; C -0.7871; S 0.5775; C -0.7164; S 0.6832; H 0.0924; H 0.0689; H 0.0579; H 0.1063; H 0.1100; H 0.0590; H 0.0684; H 0.1060; H 0.0996; H 0.0850; H 0.0340; H 0.0480



C42H57BN9P2STm | the ωB97M-V functional and the def2-TZVPD basis

XYZ file:
```
113
Properties=species:S:1:pos:R:3
Tm 1.8563 1.2571 0.5225
N 2.0012 2.5554 5.0562
C 1.8688 2.3133 3.7343
S 2.9711 1.1853 3.0648
N 0.8756 2.9417 3.1415
N 0.8210 2.9992 1.8055
C -0.2808 3.4423 1.2421
C -1.5281 3.7263 1.9726
C -1.5212 4.3493 3.2197
C -2.6962 4.5076 3.9293
C -3.8975 4.0638 3.4059
C -3.9189 3.4531 2.1624
C -2.7461 3.2836 1.4502
C -0.1949 3.6721 -0.1985
C -1.0482 4.5717 -0.8500
C -0.8259 4.8821 -2.1787
C 0.2402 4.2833 -2.8367
C 1.0280 3.3818 -2.1343
N 0.8249 3.0751 -0.8560
H 2.6433 1.9814 5.5730
H 1.2761 3.0590 5.5369
H -0.5909 4.7009 3.6305
H -2.6722 4.9744 4.9028
H -4.8135 4.1915 3.9647
H -4.8503 3.0963 1.7464
H -2.7635 2.7800 0.4932
H -1.8470 5.0463 -0.3020
H -1.4618 5.5911 -2.6907
H 0.4539 4.5135 -3.8688
H 1.8693 2.8861 -2.6104
B 5.5111 1.9475 -2.4696
C 4.5875 1.8728 -1.2509
N 3.8273 1.7472 -0.3724
H 6.0128 0.8592 -2.5637
H 6.3230 2.8138 -2.3171
H 4.7769 2.1826 -3.3986
C -1.7447 -0.4053 1.7395
P -0.0432 -0.0547 2.3527
C 0.6244 -1.7534 2.5168
C -0.0914 -2.7546 3.1681
C 0.4441 -4.0209 3.3011
C 1.6981 -4.3052 2.7857
C 2.4187 -3.3137 2.1409
C 1.8862 -2.0437 2.0074
C -0.4537 0.2095 4.1297
C -1.5273 1.0178 4.4882
C -1.8853 1.1708 5.8155
C -1.1653 0.5312 6.8115
C -0.0475 -0.2141 6.4692
C 0.3188 -0.3542 5.1417
H -2.2957 -1.0566 2.4177
H -1.6478 -0.8595 0.7568
H -2.2695 0.5426 1.6386
H -1.0667 -2.5419 3.5816
H -0.1173 -4.7930 3.8069
H 2.1108 -5.2979 2.8855
H 3.3964 -3.5315 1.7380
H 2.4397 -1.2593 1.4784
H -2.0920 1.5323 3.7279
H -2.7317 1.7909 6.0707
H -1.4759 0.6117 7.8447
H 0.5391 -0.6898 7.2451
H 1.2061 -0.9156 4.8841
N 0.7063 -0.2447 -0.4582
P 0.2538 -0.8567 -1.7903
N -0.8507 0.0177 -2.7815
C -1.9015 0.6542 -2.0278
C -3.1617 0.7636 -2.8810
C -2.8527 1.5499 -4.1509
C -1.6852 0.8935 -4.8837
C -0.4797 0.7856 -3.9461
N -0.6688 -2.2660 -1.5671
C -0.2034 -3.1346 -0.4996
C -1.2402 -4.1820 -0.1238
C -1.5423 -5.0795 -1.3268
C -1.6094 -4.2599 -2.6285
C -1.7803 -2.7707 -2.3371
N 1.4492 -1.2241 -2.9431
C 2.8188 -0.8858 -2.6450
C 3.5786 -2.1019 -2.1247
C 3.5176 -3.2356 -3.1459
C 2.0653 -3.5372 -3.5106
C 1.3398 -2.2605 -3.9425
H -1.5908 1.6594 -1.6864
H -2.0808 0.0430 -1.1421
H -3.9553 1.2503 -2.3117
H -3.4953 -0.2407 -3.1490
H -2.5817 2.5752 -3.8817
H -3.7349 1.5949 -4.7948
H -1.4224 1.4801 -5.7649
H -1.9778 -0.1060 -5.2111
H -0.1582 1.8023 -3.6637
H 0.3547 0.2901 -4.4426
H 0.0358 -2.5008 0.3561
H 0.7252 -3.6565 -0.7829
H -2.1534 -3.6898 0.2139
H -0.8541 -4.7739 0.7087
H -2.4861 -5.6028 -1.1578
H -0.7602 -5.8373 -1.4173
H -2.4433 -4.6036 -3.2427
H -0.6905 -4.3991 -3.1976
H -2.7233 -2.6330 -1.7849
H -1.8486 -2.2001 -3.2644
H 2.8166 -0.0945 -1.8819
H 3.3065 -0.4988 -3.5490
H 3.1032 -2.4239 -1.1935
H 4.6120 -1.8269 -1.9137
H 3.9902 -4.1332 -2.7383
H 4.0689 -2.9491 -4.0436
H 1.5623 -3.9476 -2.6349
H 2.0160 -4.2783 -4.3116
H 0.2828 -2.4604 -4.1203
H 1.7880 -1.8987 -4.8800
```

Computed properties:
E (a.u.): -4318.5735
<S²>: 2.0021
E_HOMO (alpha / beta) (eV): -7.820 / -7.823
Orbital gap (alpha / beta) (eV): 7.0 / 7.0
Multiplicity: 3
LUMO (alpha / beta) (eV): -0.862 / -0.861

Results of the Löwdin charge analysis, in e, for atoms 1 through 99: Tm 1.0071; N 0.0952; C -0.8963; S 0.5823; N -0.0328; N -0.0729; C -0.1920; C -0.1809; C -0.0319; C -0.0779; C -0.0834; C -0.0754; C -0.0612; C -0.2196; C 0.0014; C -0.0394; C -0.0503; C -0.1178; N 0.0305; H 0.0842; H 0.1052; H 0.1049; H 0.1064; H 0.1041; H 0.1061; H 0.1098; H 0.1177; H 0.1154; H 0.1143; H 0.1227; B -0.4238; C -0.2099; N -0.0188; H 0.0145; H 0.0081; H 0.0114; C -0.2228; P 0.9587; C -0.4056; C -0.0975; C -0.0834; C -0.0793; C -0.0701; C -0.1415; C -0.3634; C -0.0933; C -0.0822; C -0.0929; C -0.0851; C -0.1119; H 0.0502; H 0.0081; H 0.0211; H 0.1098; H 0.1055; H 0.1030; H 0.1073; H 0.0512; H 0.0834; H 0.0993; H 0.0997; H 0.1036; H 0.1037; N -0.3636; P 0.6155; N -0.2036; C -0.2348; C -0.1756; C -0.2029; C -0.1730; C -0.2067; N -0.1943; C -0.2268; C -0.1761; C -0.1854; C -0.1686; C -0.2273; N -0.2217; C -0.2295; C -0.1707; C -0.1934; C -0.1837; C -0.2072; H 0.1083; H 0.0883; H 0.1073; H 0.1067; H 0.1031; H 0.1083; H 0.1090; H 0.1116; H 0.0907; H 0.1085; H 0.0610; H 0.1097; H 0.1105; H 0.1041; H 0.1040; H 0.1072